No. 1
The following is a quantum chemistry calculation of a cluster of 6 separate species, C16H13Cl20F3O2 in total, from the OMol25 dataset.

Cartesian coordinates (Å):
C (-2.6745, -2.0390, -2.4281)
C (-1.3793, -1.9173, -1.8058)
C (-0.9788, -0.4165, -1.3641)
C (0.6378, -0.1695, -1.4312)
C (1.2922, 0.0421, 0.0477)
C (1.3411, 1.6369, 0.0226)
C (1.4164, 2.4827, 1.3763)
C (1.3727, 1.6277, 2.7217)
C (-0.0059, 0.8792, 2.9556)
F (0.0352, -0.4877, 3.4021)
C (-1.2947, 1.4195, 2.7185)
F (-1.7351, 2.6773, 3.1735)
F (-2.2031, 0.6510, 1.9322)
C (0.3215, 2.0744, -1.1438)
O (-0.5498, 2.9518, -1.1684)
O (0.6753, 1.1089, -2.1650)
H (-3.4366, -2.7927, -2.0334)
H (-2.8953, -1.3118, -3.2791)
H (-0.6661, -2.7825, -1.6513)
H (-1.4527, 0.2570, -2.1696)
H (-1.3754, -0.1538, -0.3254)
H (0.9896, -1.0939, -2.0172)
H (2.3065, -0.4783, 0.1457)
H (0.5306, -0.5077, 0.6891)
H (2.3547, 1.8364, -0.4925)
H (0.6172, 3.3015, 1.3113)
H (2.4320, 3.0277, 1.3736)
H (1.4806, 2.3836, 3.5888)
H (2.2924, 0.9455, 2.8132)
Cl (2.0403, 2.4000, -4.9283)
C (3.4939, 1.3816, -4.9161)
Cl (3.1314, -0.1774, -5.6861)
Cl (4.7955, 2.1950, -5.8101)
Cl (4.0112, 1.1064, -3.2381)
Cl (-1.2087, -5.2965, 1.2659)
C (0.5061, -4.8383, 1.2168)
Cl (0.7610, -3.3893, 2.2125)
Cl (1.4948, -6.1727, 1.8463)
Cl (0.9763, -4.4939, -0.4610)
Cl (-1.5485, -4.6716, -3.0623)
C (-1.3448, -6.4133, -3.3580)
Cl (0.0965, -7.0109, -2.5023)
Cl (-2.7797, -7.2804, -2.7704)
Cl (-1.1539, -6.6976, -5.1011)
Cl (3.6520, 6.4956, 0.5993)
C (1.8805, 6.4799, 0.7374)
Cl (1.2265, 8.0198, 0.1425)
Cl (1.2228, 5.1437, -0.2287)
Cl (1.4216, 6.2596, 2.4400)
Cl (-5.8972, 1.3545, 5.3585)
C (-4.4246, 0.3614, 5.3610)
Cl (-4.7592, -1.1960, 4.5743)
Cl (-3.1386, 1.2088, 4.4750)
Cl (-3.9037, 0.0788, 7.0360)

Summary:
SMILES string: C=CC[C@@H]1C[C@H](CCC(F)=C(F)F)C(=O)O1.ClC(Cl)(Cl)Cl.ClC(Cl)(Cl)Cl.ClC(Cl)(Cl)Cl.ClC(Cl)(Cl)Cl.ClC(Cl)(Cl)Cl
LUMO energy: -0.4 eV
calculated total energy: -279489.0975 eV

Mulliken atomic charge list, values in e, 6 entries:
1. C -0.840
2. C 0.604
3. C -0.421
4. C -0.089
5. C -0.507
6. C 0.855

---

No. 2
The following is a quantum chemistry calculation of a structure of composition C16H13Cl2LuO3PSc, from the OMol25 dataset.

Cartesian coordinates (Å):
Sc (-3.3625, -4.2630, -3.3581)
Lu (-1.4496, -0.4676, 0.4663)
Cl (-2.1361, -3.7542, -1.4502)
Cl (-1.5622, 0.1058, -1.8119)
C (0.8136, -0.8251, 0.4482)
C (-4.7054, -5.9079, -3.7408)
C (-2.2069, -5.8403, -4.1888)
O (1.9612, -0.9673, 0.3767)
O (-5.2565, -6.8946, -4.0557)
O (-1.7004, -6.8919, -4.1514)
C (-0.9372, 0.8396, 2.6722)
P (-1.1500, 2.0953, 1.2973)
C (-2.0062, 3.5828, 1.9484)
C (-3.0272, 4.2331, 1.2123)
C (-3.6473, 5.3980, 1.6726)
C (-3.2447, 5.9453, 2.8961)
C (-2.2588, 5.3088, 3.6530)
C (-1.6383, 4.1515, 3.1789)
C (0.5761, 2.6897, 1.0782)
C (1.5037, 2.6653, 2.1293)
C (2.8188, 3.0745, 1.8829)
C (3.2067, 3.5489, 0.6209)
C (2.2719, 3.5724, -0.4216)
C (0.9606, 3.1419, -0.2029)
H (-1.8663, 0.2204, 2.7165)
H (-0.9822, 1.4427, 3.5790)
H (-0.0515, 0.1801, 2.6245)
H (-3.3488, 3.8246, 0.2585)
H (-4.4515, 5.8906, 1.1055)
H (-3.7112, 6.8611, 3.2699)
H (-1.9668, 5.7204, 4.6217)
H (-0.8600, 3.6979, 3.7879)
H (1.2200, 2.3315, 3.1321)
H (3.5481, 2.9961, 2.6882)
H (4.2278, 3.8990, 0.4600)
H (2.5787, 3.9285, -1.4076)
H (0.2241, 3.1465, -1.0159)

Summary:
energy above the lowest of the compared OMol25 structures with the same formula, charge and spin: 40.3 kcal per mole
total charge: +4
LUMO energy (alpha / beta): -16.8 / -16.9 eV
calculated total energy: -111555.4906 eV

Mulliken atomic charge list, values in e, 6 entries:
1. Sc 1.194
2. Lu 0.874
3. Cl -0.169
4. Cl -0.353
5. C 0.445
6. C 0.287